This record from the OMol25 dataset describes a 2-piece molecular cluster, C2H2N4O3 overall. The level of theory is ωB97M-V with the def2-TZVPD basis set.

Cartesian coordinates (Å):
C 1.27 -1.32 0.21
C 0.50 -0.25 -0.25
N 1.94 -2.20 0.54
N -1.35 1.13 -0.24
N -0.60 0.22 0.38
N 1.92 1.58 0.00
O 3.07 1.40 -0.19
O -2.34 1.50 0.36
O 1.22 2.45 0.40
H 0.56 -0.02 -1.30
H -0.85 -0.13 1.31

Calculated values
2S+1: 1
E_HOMO (alpha / beta), eV: -9.1 / -10.0
Gap between HOMO and LUMO (alpha / beta), eV: 7.5 / 8.3
Calculated total energy, a.u.: -521.908439

---

This record from the OMol25 dataset describes C2H2N4OS in the gas phase. The level of theory is ωB97M-V with the def2-TZVPD basis set.

Cartesian coordinates (Å):
S -3.11 -0.12 0.05
N -1.61 -0.97 -0.18
C -0.43 -0.41 -0.19
N -0.23 0.89 -0.47
N 0.96 1.20 -0.11
C 2.00 0.17 0.25
N 1.80 -1.04 0.03
O 0.50 -1.47 -0.20
H -2.83 1.27 0.49
H 2.94 0.47 0.32

Calculated values
2S+1: 1
E_HOMO, eV: -8.9
Structure (SMILES): S/N=c1\nncno1
Gap between HOMO and LUMO, eV: 7.1
Calculated total energy, a.u.: -769.659554

---

This record from the OMol25 dataset describes an isolated ion of composition C2H2NO2S and charge -1. The level of theory is ωB97M-V with the def2-TZVPD basis set.

Cartesian coordinates (Å):
C -0.87 0.33 0.69
C 0.15 0.25 -0.01
N 1.16 -0.14 -0.73
O 3.69 1.11 -0.48
O 3.46 -1.14 0.30
S 2.81 0.23 0.34
H -1.67 0.76 1.08
H 1.36 0.40 -1.53

Calculated values
2S+1: 1
E_HOMO, eV: -4.1
Gap between HOMO and LUMO, eV: 8.3
Net charge: -1
Calculated total energy, a.u.: -680.796106

---

This record from the OMol25 dataset describes a 2-piece molecular cluster, C2H2NO2S overall. The level of theory is ωB97M-V with the def2-TZVPD basis set.

Cartesian coordinates (Å):
C -2.05 0.18 -0.15
C -1.16 -0.85 -0.03
N -2.07 -0.22 1.10
O 2.09 1.47 0.42
O 3.20 -0.62 -0.83
S 2.44 0.00 0.34
H -2.37 0.84 -0.88
H -0.08 -0.78 0.02

Calculated values
2S+1: 1
E_HOMO (alpha / beta), eV: -4.6 / -1.7
Gap between HOMO and LUMO (alpha / beta), eV: 8.4 / 5.0
Net charge: -1
Calculated total energy, a.u.: -680.703790

---

Summary of energy relative to the best compared isomer or geometry (same formula, charge and spin) in eV
5.410; 4.449; 3.024; 5.536
(order as listed above)